Below is a structure of composition C36H54P3PtSi at a distorted geometry, with properties calculated with ωB97M-V/def2-TZVPD.

Atoms and positions in Å:
H  4.94  -0.34  -0.55
H  1.65  6.11  1.01
C  -5.11  -0.44  0.23
C  -1.30  4.88  -1.72
C  3.97  0.40  -2.32
H  -1.92  5.02  -2.60
C  1.67  -2.38  -1.73
H  -6.01  0.14  0.43
H  -2.74  -2.81  -3.05
C  -0.46  2.75  -2.72
P  -2.26  -0.24  -0.21
H  3.04  -2.89  1.41
C  -2.91  -2.48  -2.02
H  1.13  0.12  4.67
C  -0.94  -2.29  3.08
H  3.06  0.96  -2.59
C  2.32  -3.01  0.61
C  3.23  -0.28  4.51
H  2.35  2.46  1.34
C  -1.09  3.39  -1.48
H  1.61  -3.45  -1.92
Si  0.00  0.17  1.92
C  -2.45  -1.03  -1.90
C  -3.23  -0.10  -2.84
C  -2.52  2.82  3.93
H  3.38  -0.29  5.58
H  1.32  -2.80  1.00
H  -2.35  -3.14  -1.37
C  0.77  5.49  0.80
C  2.63  -2.08  -0.57
H  4.59  1.78  0.81
C  4.48  1.76  -0.28
H  0.66  -2.03  -1.46
C  -2.90  -2.68  1.17
C  4.14  0.37  -0.80
H  -5.10  -1.28  0.92
H  -5.19  -0.83  -0.79
C  1.24  4.09  0.41
H  1.84  4.15  -0.51
C  4.08  -0.46  2.27
H  -0.35  5.39  -1.90
C  -1.70  1.75  3.59
H  -1.41  -1.01  -2.24
H  -0.17  -2.14  3.83
C  -1.74  -3.42  3.15
H  -3.69  0.59  1.47
H  -3.67  -2.86  0.44
C  -1.11  -1.35  2.07
H  3.70  2.47  -0.55
H  0.20  5.99  0.02
H  3.65  -2.27  -0.92
H  3.00  4.08  1.67
H  -2.05  4.73  1.18
C  -0.98  1.74  2.40
H  -3.07  2.81  4.86
Pt  0.23  0.46  -0.36
H  4.92  -0.62  1.61
H  -0.29  1.67  -2.58
H  0.18  5.46  1.71
H  3.90  -0.60  -2.75
H  4.81  0.91  -2.79
H  -3.38  -4.47  2.25
H  1.53  3.53  2.48
H  5.42  2.11  -0.72
C  -2.64  3.89  3.06
H  0.50  3.21  -2.96
H  2.34  -4.05  0.27
H  -4.30  -0.14  -2.64
C  -2.08  -1.56  1.08
C  -1.93  3.90  1.86
H  -1.60  -4.14  3.94
C  2.81  -0.24  1.74
H  -3.29  4.73  3.31
H  -1.81  5.36  -0.88
C  1.96  -0.05  3.99
H  -1.64  0.90  4.26
H  -2.89  0.93  -2.74
H  1.97  -1.89  -2.65
P  -0.08  2.84  0.00
C  4.29  -0.48  3.64
C  -3.89  0.47  0.40
H  -4.41  1.83  -1.23
H  -3.34  2.53  0.01
C  -1.10  2.83  1.52
H  -2.05  2.91  -1.31
C  -4.18  1.86  -0.16
P  2.55  -0.26  -0.07
H  5.28  -0.67  4.04
C  -2.73  -3.60  2.19
H  -1.11  2.87  -3.59
H  -5.04  2.29  0.35
H  -3.07  -0.41  -3.87
C  2.08  3.50  1.54
C  1.73  -0.04  2.61
H  -3.98  -2.59  -1.82

Properties
Lowest unoccupied orbital energy, eV: -2.83
Charge: +1
2S+1: 1
Total energy, Ha: -2836.9463
Highest occupied orbital energy, eV: -9.186